{"formula": "C3H13NO3S", "method": "ωB97M-V with the def2-TZVPD basis set", "elements": ["C", "C", "S", "N", "C", "O", "H", "H", "H", "H", "H", "H", "H", "H", "H", "H", "H", "O", "H", "H", "O"], "coordinates": [[-0.5123, 0.5195, 0.5888], [-0.9101, 0.7618, -0.9023], [0.2587, 0.3485, -2.1217], [-1.6846, 0.4914, 1.4164], [3.2122, 1.0369, 0.0328], [2.3524, 0.2286, 1.3095], [0.0048, -0.4350, 0.5833], [0.2301, 1.2415, 0.9374], [-1.2017, 1.8061, -1.0065], [-1.8298, 0.1174, -0.9716], [2.4627, 0.3104, -0.2789], [-2.0307, -0.4709, 1.1507], [4.1783, 0.5455, -0.0369], [2.9799, 1.2516, 1.2118], [3.0751, 1.8972, -0.6074], [-0.6217, -1.6649, -1.8357], [-1.7896, -2.2247, -0.8343], [-1.2851, -2.3621, -1.6722], [-3.1798, -2.1732, 0.3216], [-1.4198, 0.5510, 2.3913], [-2.2888, -1.7765, 0.3240]], "lowdin_charge": [-0.37, -0.59, 0.90, -0.01, -0.06, -0.21, 0.09, 0.11, 0.07, 0.13, 0.03, 0.01, 0.08, 0.08, 0.09, -0.09, -0.12, -0.07, 0.04, 0.08, -0.18], "homo_energy_ev": -9.054, "e_tot_ev": -21777.769, "e_above_lowest_ev": 12.209, "fmax_ev_per_a": 3.65, "homo_lumo_gap_ev": 4.024}